{"formula": "C5H6BrClNO3", "method": "ωB97M-V with the def2-TZVPD basis set", "species": ["C", "C", "C", "C", "C", "N", "O", "O", "O", "Cl", "Br", "H", "H", "H", "H", "H", "H"], "coordinates": [[-1.107, -1.290, -0.831], [1.324, 0.568, -0.430], [0.116, 1.552, -0.566], [0.926, -0.456, 0.614], [-0.623, -0.453, 0.453], [-0.996, 0.996, 0.271], [-0.468, -1.035, -1.855], [-2.066, -2.000, -0.535], [-1.288, -0.988, 1.563], [-0.718, 1.760, 1.976], [1.728, -2.110, 0.407], [1.456, 0.005, -1.377], [2.329, 1.135, -0.140], [0.366, 2.618, -0.606], [-0.235, 1.439, -1.619], [1.199, -0.142, 1.647], [-1.943, -1.598, 1.029]], "forces_ev_per_a": [[1.010, 1.959, 0.588], [2.451, 1.364, -0.034], [-0.014, -1.360, -1.915], [-1.260, 2.203, 0.851], [-0.056, -0.420, 1.537], [1.194, 0.938, 0.845], [-0.512, -0.689, -0.668], [-0.860, -1.089, -0.502], [-0.518, -0.599, -1.566], [-0.263, -0.155, -1.010], [0.797, -1.744, -0.248], [0.075, 0.688, 0.568], [-1.981, -1.210, -0.594], [-0.333, -0.177, 1.337], [-0.126, -0.370, 0.673], [-0.467, -0.112, -0.793], [0.863, 0.772, 0.931]], "smiles": "O=C([O-])[C@@]1(O)[C@@H](Br)CCN1Cl", "charge": -1, "e_above_lowest_kj_mol": 0.0, "gap_ev": 8.3}

{"formula": "C5H6BrN", "method": "ωB97M-V with the def2-TZVPD basis set", "species": ["C", "C", "C", "C", "C", "N", "Br", "H", "H", "H", "H", "H", "H"], "coordinates": [[-1.427, 0.580, -0.044], [-0.372, -0.466, -0.497], [-0.769, 1.655, 0.236], [0.195, -1.532, 0.539], [0.932, -0.579, -0.603], [-0.064, 2.376, 0.850], [2.324, 0.626, 0.117], [-2.366, 0.391, -0.462], [-0.762, -0.950, -1.347], [0.312, -1.273, 1.598], [0.011, -2.575, 0.351], [1.371, -1.277, -1.245], [0.616, 3.021, 0.506]], "forces_ev_per_a": [[2.519, -1.634, -1.685], [-8.157, -0.614, 2.407], [-1.601, -0.030, 0.162], [0.232, 2.292, -1.605], [7.359, -1.544, 3.763], [1.378, 1.853, 1.822], [-0.294, -0.580, -0.529], [-1.302, 0.314, -0.127], [-1.019, -0.710, -0.881], [-0.103, 0.431, -0.792], [0.284, -0.109, -0.445], [0.669, -0.080, -1.568], [0.036, 0.410, -0.524]], "smiles": "N=C=C[C@@H]1C[C@@H]1Br", "e_above_lowest_kj_mol": 290.0, "gap_ev": 9.0}